Entry from OMol25: a structure of composition C31H46MnP2 at a distorted geometry (ωB97M-V with the def2-TZVPD basis set).

Results
Frontier orbital gap (spin up / spin down)   6.259 / 5.734 eV
Multiplicity   5
<S²>   6.408
Calculated total energy   -3041.99203 Eh
Charge   +1
E_LUMO (spin up / spin down)   -3.2 / -3.4 eV
Highest occupied orbital energy (spin up / spin down)   -9.451 / -9.141 eV

Structure (XYZ):
```
80
Properties=species:S:1:pos:R:3:forces:R:3
Mn -0.00744 -0.63087 -3.33151 -0.41 -3.17 4.72
C -0.61479 -2.90948 2.04625 1.37 -0.50 -0.68
C 0.66456 -3.17503 1.49329 -0.31 0.86 0.28
C 0.87658 -1.40683 2.95754 -2.90 -0.13 0.61
C -0.48214 -1.82040 2.96338 2.46 1.52 0.41
C 1.59427 -2.25254 2.06039 -1.02 -1.37 -0.78
C -1.86976 -3.62606 1.72517 -0.15 -0.15 -0.13
H -1.76299 -4.18398 0.79167 -0.10 -0.02 0.12
H -2.72120 -2.94220 1.61725 0.10 -0.14 0.13
H -2.12924 -4.34456 2.51373 0.00 0.10 -0.09
C -1.57324 -1.16543 3.72120 -0.41 0.17 0.35
H -2.54775 -1.61248 3.47464 0.22 0.11 0.22
H -1.63593 -0.09515 3.46982 -0.02 -0.45 0.34
H -1.40935 -1.24958 4.80814 -0.18 0.03 -0.28
C 1.41138 -0.22468 3.66665 0.17 0.19 0.48
H 1.24462 -0.29488 4.75167 0.08 0.07 -0.19
H 0.91226 0.69322 3.32817 0.09 -0.14 0.06
H 2.48553 -0.09638 3.49774 -0.13 -0.01 0.09
C 3.04403 -2.22179 1.80870 0.33 -0.11 0.01
H 3.58376 -2.79300 2.57413 -0.04 0.03 -0.03
H 3.44003 -1.20681 1.83679 0.03 0.00 0.06
H 3.28709 -2.66593 0.84385 0.07 -0.02 0.04
C 0.96160 -4.19308 0.46168 0.22 -0.60 -0.42
H 1.23570 -5.15573 0.92142 -0.04 0.12 -0.31
H 1.80310 -3.88314 -0.18254 -0.30 -0.18 0.18
H 0.08771 -4.37107 -0.19149 0.41 0.00 0.21
C -1.25520 0.46420 -4.14209 -1.61 0.40 -1.43
C -1.60785 -0.94491 -4.40864 -1.72 1.67 1.72
C -0.85036 -1.90677 -5.22490 -0.37 -0.52 -1.59
C 0.65748 -1.56286 -5.47281 0.50 -0.96 -1.66
C 1.47861 -1.00126 -4.35938 1.79 1.13 0.24
C 1.55138 0.39474 -3.91284 1.38 -0.08 -0.06
C 0.98449 1.61025 -4.57634 -0.03 0.30 -0.80
C -0.46874 1.36495 -5.06470 -0.01 1.12 -0.58
H -1.32284 -2.01607 -6.21792 0.39 0.11 -0.02
H 0.71854 -0.93495 -6.38019 0.05 -0.33 0.37
H -0.97771 -2.93133 -4.83169 0.25 0.39 0.31
H -0.45908 0.97006 -6.09288 -0.07 0.14 0.36
H -1.89081 0.98833 -3.39893 0.02 -0.38 -0.76
H -2.57657 -1.28118 -4.03246 0.22 0.03 -0.05
H -0.97355 2.34568 -5.09476 0.12 -0.28 -0.33
H 1.02212 2.47256 -3.88087 -0.08 -0.47 -0.12
H 2.39666 0.63372 -3.25887 -0.22 -0.29 -0.47
H 1.62567 1.90514 -5.41993 -0.22 0.12 -0.04
H 1.10746 -2.54596 -5.69316 -0.08 0.49 -0.35
H 2.21088 -1.66577 -3.88569 -0.08 0.16 -0.29
P -1.49426 0.85174 -0.28801 0.98 -2.59 0.50
C -2.92491 1.71270 -0.88275 -0.77 0.79 -0.20
C -1.77155 -0.93817 -0.45184 -0.31 -0.49 -0.52
P 1.47990 0.53422 0.28808 -0.38 -0.79 -0.04
C 0.13938 1.21392 -0.95281 0.51 -0.09 -0.49
C 2.81475 -0.23924 -0.73087 0.09 -0.04 -0.87
C 2.28730 2.14138 0.41774 0.04 0.21 -0.40
H -3.19697 2.52115 -0.18957 0.23 -0.16 -0.20
H -3.79489 1.04185 -0.94662 0.42 0.04 0.00
H -2.73827 2.14727 -1.87129 -0.04 -0.11 0.20
H -2.16946 -1.23630 -1.44142 0.18 0.34 0.32
H -2.50422 -1.25070 0.30784 0.19 0.26 -0.22
H -0.85791 -1.53647 -0.25920 -0.20 0.56 0.09
H 2.20175 2.55717 -0.58918 0.47 0.47 0.27
H 3.32788 2.00680 0.68194 0.20 0.14 0.18
H 1.77378 2.75953 1.14107 -0.02 0.34 0.10
H 0.24214 2.31630 -0.91347 -0.04 -0.50 -0.39
H 0.38063 0.81061 -2.01921 -0.44 0.94 1.40
H 3.75286 -0.24914 -0.14882 -0.53 0.15 -0.06
H 2.98791 0.36149 -1.63314 0.19 -0.25 0.36
H 2.64337 -1.28368 -1.04387 -0.22 0.43 0.19
C -1.32619 1.04732 1.42342 1.43 2.40 0.78
C -0.85959 1.86603 2.23889 -2.36 -1.54 -1.58
C -0.93056 2.79064 3.29717 0.75 1.02 0.74
C -2.20451 3.13602 3.79792 0.20 -0.24 0.00
C -2.31205 4.01540 4.86777 0.47 0.03 -0.32
C -1.15213 4.59417 5.40554 -0.02 -0.29 0.09
C 0.11058 4.28752 4.88509 0.09 -0.05 -0.37
C 0.23199 3.40109 3.81044 -0.48 -0.01 0.37
H -3.07545 2.66910 3.33077 0.22 0.20 0.31
H -3.29264 4.25913 5.25812 0.11 0.02 0.05
H -1.23583 5.26007 6.26789 0.05 -0.16 -0.36
H 1.01611 4.74270 5.29543 -0.42 -0.11 -0.07
H 1.20207 3.15768 3.36824 -0.31 0.10 0.31
```
Positions in Å, forces in eV/Å.